C21H25BrO6Pt | ωB97M-V/def2-TZVPD

XYZ file:
```
54
Properties=species:S:1:pos:R:3:forces:R:3:nbo_charge:R:1
Pt 0.1824 -0.0789 0.6038 -0.1 -0.7 0.6 1.0505
C -0.4052 -1.5167 -2.0233 -0.1 0.0 0.1 -0.0936
C 0.5150 -2.5390 -1.3825 0.0 0.1 0.0 -0.1041
O 0.4088 -2.6155 0.0217 0.2 -0.2 0.0 -0.5414
C -0.6280 -3.3557 0.6263 -0.1 0.1 0.0 -0.0947
C -1.9596 -2.6227 0.6751 0.0 -0.1 -0.1 -0.0943
O -1.8028 -1.2631 1.1450 0.1 0.3 -0.1 -0.5672
C -3.0797 -0.6679 1.3757 -0.1 0.0 0.1 -0.0962
C -2.9111 0.6483 2.0937 0.1 0.0 -0.2 -0.1027
O -2.0452 1.5021 1.2921 0.0 0.2 0.2 -0.4243
C -1.1852 2.7232 -0.4516 0.0 0.0 0.1 -0.5141
C -1.1704 0.7091 -2.1335 -0.1 -0.1 0.0 -0.0613
O -0.2430 -0.1689 -1.4591 0.2 -0.1 -0.3 -0.5604
H -1.4576 -1.7820 -1.9027 0.0 0.0 0.0 0.1818
H -0.1812 -1.4444 -3.0883 0.0 0.0 0.0 0.2218
H 1.5542 -2.2761 -1.5811 0.0 0.0 0.0 0.2286
H 0.3134 -3.5030 -1.8618 0.0 0.0 0.0 0.2149
H -0.2816 -3.5483 1.6411 0.0 0.0 0.0 0.2237
H -0.7863 -4.3202 0.1325 0.0 0.0 0.0 0.2089
H -2.6087 -3.1537 1.3764 0.0 0.0 0.0 0.2156
H -2.4681 -2.5962 -0.2931 0.0 0.0 0.0 0.1766
H -3.6851 -1.3185 2.0138 0.1 0.0 0.0 0.2293
H -3.6116 -0.5448 0.4247 0.0 0.0 0.0 0.1881
H -2.3470 0.5350 3.0159 -0.1 0.0 0.0 0.2525
H -3.8588 1.1437 2.2956 0.0 -0.1 0.0 0.2284
H -0.3218 2.5181 0.1807 0.0 0.0 0.0 0.2747
H -1.3224 3.8094 -0.4836 0.0 0.0 -0.1 0.2843
H -1.0307 0.5390 -3.2026 0.0 0.0 0.0 0.2227
H -2.1908 0.3948 -1.8810 0.0 0.0 0.0 0.1840
C -3.2079 3.1866 -2.6055 0.1 0.0 0.0 -0.3049
C -1.9137 2.8977 -2.8302 -0.1 0.1 0.0 0.0092
C -0.9787 2.2040 -1.8751 0.1 0.1 0.0 -0.2952
C -2.3749 2.1261 0.2128 0.1 -0.1 0.0 0.6361
C -3.6892 2.2275 -0.2668 0.0 0.0 0.0 -0.4156
C -4.0096 2.7770 -1.4809 -0.1 0.0 0.0 0.0514
H -3.7582 3.6841 -3.3932 0.0 0.0 0.0 0.2631
H -1.5068 3.1604 -3.8008 0.0 0.0 0.0 0.2474
H 0.0426 2.4649 -2.1619 0.0 0.0 0.0 0.2735
H -4.5001 1.9046 0.3717 0.0 0.0 0.0 0.2550
H -5.0758 2.8764 -1.6615 0.0 0.0 0.0 0.2508
Br 3.4088 -0.5064 7.2245 0.0 0.0 0.0 0.1218
C 3.8075 -0.3139 5.3953 0.0 0.0 0.0 -0.0860
C 5.1335 -0.2471 4.9795 0.0 0.0 0.1 -0.1679
C 5.4402 -0.1062 3.6331 0.0 0.0 0.0 -0.1922
C 4.4272 -0.0295 2.6939 0.0 0.0 0.1 -0.1605
C 3.1018 -0.0980 3.1249 0.1 0.0 -0.2 -0.1527
C 2.7806 -0.2411 4.4740 0.0 0.0 0.1 -0.1960
C 2.0349 -0.0116 2.1503 -0.2 0.2 0.1 0.7805
O 0.7801 -0.0799 2.4788 0.2 0.0 -0.1 -0.6154
O 2.2092 0.1448 0.8931 -0.2 0.2 -0.2 -0.6091
H 5.9256 -0.3072 5.7134 0.0 0.0 0.0 0.2490
H 6.4746 -0.0552 3.3239 0.0 0.0 0.0 0.2424
H 4.6511 0.0824 1.6422 0.0 0.0 0.0 0.2394
H 1.7503 -0.2933 4.7955 0.0 0.0 0.0 0.2436
```
Positions in Å, forces in eV/Å.

Computed properties:
M: 648.41 g/mol
Total charge: +2
Energy: -107738.010 eV
HOMO level: -13.411 eV

---

C11H14CuN4O7 | ωB97M-V/def2-TZVPD

XYZ file:
```
37
Properties=species:S:1:pos:R:3:forces:R:3:nbo_charge:R:1
Cu 0.2815 0.5131 -2.0632 -0.1 0.4 -0.6 0.8253
O -1.1363 -5.3244 -3.2300 0.0 0.0 0.0 -0.5334
C -0.8844 -4.1734 -2.9659 0.0 0.0 0.0 0.3816
C -0.4759 -3.6184 -1.6169 0.0 0.0 0.0 0.3422
O -0.3946 -4.2399 -0.5650 0.0 0.0 0.0 -0.6129
C -0.2045 -2.2207 -1.8481 0.0 0.1 0.0 0.2030
C -0.4458 -1.8282 -3.1817 0.0 -0.1 -0.1 0.2742
O -0.2830 -0.6436 -3.6068 0.1 0.0 0.2 -0.7620
C -0.9054 -3.0064 -3.9486 0.0 0.0 0.0 0.3694
O -1.2406 -3.0672 -5.1118 0.0 0.0 0.0 -0.5520
O 0.2110 -1.3524 -0.9722 -0.1 -0.4 0.2 -0.9142
N -2.0967 2.2640 -0.5714 0.1 0.1 0.0 -0.8157
C -1.0578 1.7355 0.3103 0.0 -0.1 0.1 -0.1732
C -1.4307 1.7952 1.7949 0.0 0.0 0.0 -0.4101
C -0.3634 1.3477 2.7935 0.0 0.0 0.0 -0.4131
C 0.1866 -0.0745 2.6645 0.1 0.0 0.0 -0.2273
N 0.8951 -0.4366 1.4387 0.0 0.1 -0.1 -0.5916
C 1.9969 0.1101 0.9534 0.1 0.0 0.0 0.6975
N 2.5345 -0.4229 -0.1456 0.0 0.0 0.2 -0.7854
N 2.6312 1.1374 1.5706 0.0 -0.1 0.1 -0.7965
C 0.2683 2.4579 -0.0166 0.1 0.0 0.0 0.7694
O 0.6963 3.3028 0.7832 0.0 0.0 0.0 -0.7461
O 0.8571 2.1081 -1.0918 0.0 -0.2 0.2 -0.8347
H -2.2340 3.2541 -0.4021 0.0 0.0 0.0 0.3514
H -2.9786 1.7906 -0.4190 0.0 0.0 0.0 0.3520
H -0.9171 0.6882 0.0292 -0.1 0.0 0.0 0.2063
H -2.3353 1.1888 1.9253 0.0 0.0 0.0 0.1900
H -1.6901 2.8274 2.0452 0.0 0.0 0.0 0.2136
H -0.7899 1.3967 3.8008 0.0 0.0 0.0 0.2090
H 0.4262 2.0970 2.7765 0.0 0.0 0.0 0.2127
H -0.6382 -0.7838 2.7337 0.0 0.0 0.0 0.2197
H 0.8403 -0.2788 3.5184 0.0 0.0 0.0 0.1959
H 0.4650 -1.1136 0.7910 0.0 0.0 0.0 0.4792
H 1.8577 -0.9766 -0.7022 0.1 0.0 0.0 0.4577
H 3.2296 0.1199 -0.6284 -0.1 0.0 -0.1 0.3969
H 2.0635 1.6407 2.2326 0.0 0.1 0.0 0.4072
H 3.0612 1.7865 0.9256 0.0 0.0 0.0 0.4140
```
Positions in Å, forces in eV/Å.

Computed properties:
M: 377.80 g/mol
Total charge: -1
ΔE to the lowest compared entry with this formula, charge and spin: 5.9 kcal per mole
Energy: -76570.249 eV
HOMO level: -4.189 eV

---

C6H11IO | ωB97M-V/def2-TZVPD

XYZ file:
```
19
Properties=species:S:1:pos:R:3:forces:R:3:nbo_charge:R:1
C 0.9706 2.1313 -0.4515 -1.6 0.2 1.3 0.3633
C -1.6098 -0.5942 0.1929 0.0 1.1 0.9 -0.6829
C 0.5343 -0.7997 -1.1387 1.0 1.2 1.2 -0.6977
C 1.1629 0.4976 1.4416 1.7 -2.3 1.5 -0.7154
C -0.5729 0.0790 -0.6767 -0.1 2.9 1.1 -0.0276
C 0.3362 1.4381 0.6997 -0.5 -1.2 -2.8 -0.2540
O 2.0313 1.8395 -0.9111 1.2 -0.1 -0.6 -0.5617
I -1.1679 2.5639 1.6083 0.1 0.1 0.2 0.1753
H 0.2873 2.8812 -0.8725 0.1 0.3 -0.5 0.1135
H -2.3349 -1.0536 -0.5020 -0.1 0.1 0.6 0.2328
H -1.0746 -1.3999 0.7844 -1.0 0.9 -0.4 0.2092
H -2.1089 0.2323 0.8988 0.7 -2.2 -1.6 0.2320
H 0.2269 -1.5083 -1.8597 -0.3 -0.4 -1.4 0.2355
H 1.4804 -0.2275 -1.3456 -1.0 -0.7 -0.4 0.2567
H 0.7296 -1.4195 -0.2844 0.5 -0.5 0.5 0.2069
H 1.8874 0.8114 2.2457 -1.2 0.5 -0.5 0.2374
H 1.9053 0.0385 0.7241 -1.0 0.4 0.6 0.2517
H 0.5263 -0.3325 1.8896 0.8 0.9 -0.4 0.2159
H -0.9782 0.8689 -1.3844 0.4 -1.2 0.7 0.2090
```
Positions in Å, forces in eV/Å.

Computed properties:
M: 226.06 g/mol
ΔE to the lowest compared entry with this formula, charge and spin: 0.0 kcal per mole
Energy: -16546.069 eV
HOMO level: -8.811 eV

---

C5H8O4 | ωB97M-V/def2-TZVPD

XYZ file:
```
17
Properties=species:S:1:pos:R:3:forces:R:3:nbo_charge:R:1
C 0.7514 -1.3082 -0.0266 0.7 1.3 -1.0 0.7197
C 1.2102 -0.1015 -0.1357 1.6 0.4 -0.2 -0.2858
C -2.2063 -0.1723 0.0130 0.2 -1.1 -0.1 0.9917
C 1.4429 0.6931 1.1499 0.7 -1.5 -1.6 -0.5895
C 1.5216 0.6018 -1.4330 1.1 2.7 -0.1 -0.6157
O 0.2069 -2.3315 0.0197 -0.5 -1.7 0.4 -0.5313
O -1.3392 0.1728 -0.7276 -0.6 1.0 -0.4 -0.6252
O -2.2834 -1.4037 0.5215 -0.9 -1.3 1.1 -0.7531
O -3.2242 0.6006 0.4389 -0.3 -0.4 0.1 -0.6806
H 2.4414 0.4782 1.5348 -0.1 0.2 0.2 0.2122
H 0.6826 0.2474 1.7519 -0.5 1.0 1.4 0.2166
H 1.3945 1.7063 0.7757 -0.5 0.4 1.0 0.2240
H 1.4132 1.7462 -1.2295 -0.8 -1.8 -0.2 0.2114
H 0.8136 0.3457 -2.2512 1.0 0.1 0.3 0.2454
H 2.6526 0.7516 -1.6818 -1.8 -1.5 0.0 0.2206
H -1.5818 -2.1016 0.3496 -0.4 1.8 -0.4 0.5359
H -3.8960 0.0751 0.9304 0.9 0.3 -0.4 0.5037
```
Positions in Å, forces in eV/Å.

Computed properties:
M: 132.12 g/mol
ΔE to the lowest compared entry with this formula, charge and spin: 43.0 kcal per mole
Energy: -13503.218 eV
SMILES: CC(C)=C=O.O=C(O)O
HOMO level: -8.264 eV

---

C17H33BI2NO6 | ωB97M-V/def2-TZVPD

XYZ file:
```
60
Properties=species:S:1:pos:R:3:forces:R:3:nbo_charge:R:1
C -2.1568 0.5469 1.2364 -0.6 -0.2 0.8 -0.6860
C -1.4218 1.2044 2.3917 0.0 0.1 -0.3 -0.1691
I -1.0122 -0.0560 4.0715 -0.1 0.1 -0.5 0.0595
C -1.0468 2.4795 2.3600 0.2 -0.1 0.3 -0.1029
I 0.0013 3.3315 4.0396 -0.2 0.0 -0.6 0.0712
C -1.2215 3.5066 1.2368 0.3 1.9 1.1 -0.0082
O -2.3813 3.5366 0.4741 0.5 -1.0 -0.1 -0.7084
B -1.8616 3.3307 -0.9210 0.3 -0.6 -0.6 0.4201
O -0.5237 4.0135 -0.9173 0.2 1.1 0.7 -0.7123
C 0.0636 3.6600 0.2957 -0.6 -1.2 -0.9 0.2438
N 0.8999 2.4612 0.0734 0.1 0.3 0.8 -0.8541
H -2.6133 -0.3885 1.5826 0.3 0.1 -0.1 0.2098
H -1.5299 0.3709 0.3612 0.0 0.0 0.1 0.2510
H -2.9910 1.1892 0.9389 0.3 0.1 -0.2 0.2685
H -1.2417 4.4772 1.7706 0.2 -0.3 0.2 0.1702
H -1.5984 2.1542 -1.1228 -0.2 -0.5 0.1 -0.1664
H -2.6201 3.6847 -1.8026 -0.1 0.5 0.1 -0.1268
H 0.7349 4.3962 0.7618 -0.2 0.2 -0.5 0.1466
H 1.6333 2.4322 0.7809 -0.2 -0.2 0.0 0.3492
H 0.3319 1.6262 0.1748 0.1 0.0 -0.2 0.3523
C -2.9140 -3.4104 4.7876 0.1 0.1 -0.2 -0.7288
C -4.1931 -3.3614 3.9878 0.1 0.1 -0.1 0.5932
O -4.2851 -2.7122 2.9733 0.0 -0.1 0.0 -0.5316
C -5.3598 -4.1662 4.5127 -0.2 0.1 -0.2 -0.7190
H -2.1604 -2.7882 4.3071 -0.1 0.0 0.0 0.2543
H -3.0899 -3.0320 5.7963 0.0 -0.1 0.1 0.2268
H -2.5499 -4.4390 4.8388 -0.1 0.0 0.2 0.2188
H -5.6364 -3.8165 5.5089 0.1 -0.1 0.1 0.2255
H -5.0936 -5.2239 4.5576 0.0 0.0 0.2 0.2216
H -6.2119 -4.0442 3.8463 0.0 0.0 0.0 0.2318
C 5.9703 1.2924 0.0360 0.1 0.2 0.1 -0.7179
C 4.6481 1.0285 0.7151 -0.3 0.0 0.1 0.6007
O 4.2339 1.7622 1.5824 0.1 0.0 0.0 -0.5433
C 3.8700 -0.1807 0.2657 -0.2 0.0 0.1 -0.7392
H 6.4197 2.1911 0.4561 0.0 0.0 0.0 0.2286
H 6.6476 0.4502 0.1938 0.0 -0.1 -0.2 0.2158
H 5.8113 1.4419 -1.0319 0.0 -0.1 0.0 0.2262
H 4.4557 -1.0873 0.4387 0.0 0.0 -0.1 0.2093
H 3.6201 -0.1036 -0.7965 0.2 0.0 0.2 0.2742
H 2.9469 -0.2407 0.8404 0.0 0.0 0.0 0.2392
C -3.0805 -2.3101 -3.3440 0.1 0.2 -0.1 -0.7182
C -3.1079 -1.5316 -2.0466 0.1 0.2 0.1 0.5764
O -2.7204 -0.3919 -1.9900 -0.1 -0.2 -0.1 -0.4955
C -3.6426 -2.2483 -0.8295 0.0 0.2 0.1 -0.7186
H -2.6753 -1.6791 -4.1331 0.0 0.0 0.0 0.2340
H -2.4481 -3.1938 -3.2370 -0.1 -0.1 0.0 0.2175
H -4.0922 -2.6156 -3.6188 0.0 -0.2 0.0 0.2171
H -3.0343 -3.1293 -0.6152 -0.1 -0.1 0.0 0.2192
H -4.6785 -2.5479 -1.0017 0.1 -0.2 0.0 0.2183
H -3.6078 -1.5799 0.0267 0.0 0.0 0.0 0.2507
C 5.8194 0.4093 -3.9169 0.0 0.0 0.2 -0.7200
C 4.3119 0.3263 -3.9586 -0.2 0.0 0.1 0.5965
O 3.6487 0.2399 -2.9526 0.2 0.0 -0.2 -0.5303
C 3.6639 0.3565 -5.3205 -0.2 0.0 0.1 -0.7208
H 6.1579 0.3754 -2.8839 0.0 0.0 0.0 0.2304
H 6.2535 -0.4337 -4.4576 0.0 0.1 -0.1 0.2240
H 6.1542 1.3448 -4.3684 0.0 -0.1 -0.1 0.2290
H 4.0104 -0.4891 -5.9180 0.1 0.1 -0.1 0.2200
H 3.9098 1.2897 -5.8301 0.1 -0.1 -0.1 0.2288
H 2.5837 0.2913 -5.2068 0.0 0.0 0.0 0.2475
```
Positions in Å, forces in eV/Å.

Computed properties:
M: 612.07 g/mol
Total charge: -1
Energy: -48817.732 eV
HOMO level: -3.750 eV

---

C3H28O11 | ωB97M-V/def2-TZVPD

XYZ file:
```
42
Properties=species:S:1:pos:R:3:forces:R:3:nbo_charge:R:1
O -0.7755 -5.4064 -0.0100 0.0 0.1 0.3 -0.9383
H -1.3421 -5.0935 -0.7152 -0.2 0.1 -0.2 0.4714
H 0.0099 -5.7233 -0.4559 0.2 -0.1 -0.1 0.4671
O 0.3754 0.8742 4.0823 0.2 0.0 0.1 -0.9398
H -0.3287 1.4203 4.4316 -0.1 0.2 0.1 0.4636
H -0.0244 0.4074 3.3485 -0.1 -0.2 -0.3 0.4760
O -0.6186 -1.2815 0.7208 -0.3 0.2 0.2 -0.9578
H 0.0105 -1.1530 0.0109 0.2 0.1 -0.3 0.4803
H -0.4728 -2.1821 1.0106 0.1 -0.3 0.1 0.4776
O 1.0404 -3.5344 5.3180 0.2 0.1 -0.2 -0.9402
H 1.4680 -4.2514 5.7863 0.1 -0.2 0.1 0.4656
H 0.1488 -3.5184 5.6660 -0.3 0.1 0.0 0.4748
O -3.3632 -2.1097 4.3906 0.2 -0.1 0.1 -0.9346
H -3.5594 -1.2029 4.1551 0.0 0.2 0.0 0.4653
H -4.0930 -2.6143 4.0315 -0.2 -0.2 -0.1 0.4693
O 4.5367 0.7880 1.0177 0.1 -0.1 -0.3 -0.9475
H 3.9465 0.2106 1.5019 -0.2 -0.2 0.2 0.4761
H 4.6621 1.5414 1.5945 0.0 0.2 0.1 0.4714
O -4.6107 -0.7425 0.4470 -0.2 0.0 -0.1 -0.9358
H -5.0207 -0.5611 1.2927 -0.2 0.1 0.1 0.4590
H -3.6989 -0.9412 0.6600 0.4 -0.1 0.0 0.4767
O 2.5178 -0.8136 -2.1316 -0.3 0.0 -0.2 -0.9471
H 2.8930 -1.6438 -2.4251 0.1 -0.2 0.0 0.4649
H 3.0567 -0.5580 -1.3829 0.2 0.2 0.3 0.4823
O 2.9730 -3.0401 1.5676 0.0 0.2 -0.2 -0.9464
H 2.4992 -3.3650 2.3333 -0.2 0.0 0.3 0.4799
H 3.4801 -3.7923 1.2621 0.2 -0.2 -0.1 0.4664
O 0.4796 -1.4047 -5.7933 -0.2 0.0 -0.1 -0.9351
H 0.9631 -1.3367 -4.9700 0.1 0.1 0.3 0.4701
H 1.1451 -1.6255 -6.4449 0.1 0.0 -0.2 0.4651
C 0.0692 4.6802 -1.6252 1.9 -0.1 0.3 -0.6393
C -0.7362 4.6950 -2.8690 -0.3 1.0 -0.6 0.0810
C -1.1604 3.3468 -3.2642 -1.3 -1.0 1.1 -0.6175
O -1.9059 5.5031 -2.6514 0.3 -0.1 -0.5 -0.7210
H 0.8722 3.9512 -1.7336 -0.1 -0.6 0.1 0.2141
H -0.4969 4.4594 -0.7203 -0.1 0.1 -0.1 0.2191
H 0.6951 5.5674 -1.5295 -0.5 0.6 0.3 0.2064
H -0.1435 5.0199 -3.7241 0.2 1.0 0.0 0.1510
H -1.5900 2.9642 -2.3383 0.0 -0.8 0.0 0.2016
H -0.2950 2.7598 -3.5717 -0.4 -0.1 -0.2 0.2155
H -2.0143 3.3543 -3.9416 0.5 0.0 -0.5 0.2262
H -1.5923 6.3520 -2.3312 -0.1 0.1 0.0 0.4626
```
Positions in Å, forces in eV/Å.

Computed properties:
M: 240.25 g/mol
ΔE to the lowest compared entry with this formula, charge and spin: 89.4 kcal per mole
Energy: -26086.993 eV
SMILES: CC(C)O.O.O.O.O.O.O.O.O.O.O
HOMO level: -10.041 eV